*A*
{
  "formula": "C4H4N4",
  "method": "the ωB97M-V functional and the def2-TZVPD basis",
  "species": ["C", "C", "C", "C", "H", "H", "H", "H", "N", "N", "N", "N"],
  "positions_angstrom": [[-2.63, -0.46, -0.82], [-1.77, 0.13, -0.19], [-0.89, 0.65, 0.73], [0.52, 0.27, 0.24], [-3.34, -1.11, -1.44], [-0.97, 1.75, 0.80], [-0.91, 0.05, 1.72], [3.02, -1.34, 0.01], [1.22, 1.17, -0.50], [2.33, 0.50, -0.80], [2.30, -0.69, -0.14], [1.13, -0.90, 0.41]],
  "smiles": "C#CCc1nn[nH]n1",
  "lumo_energy_ev": 0.9,
  "gap_ev": 10.84
}

***

*B*
{
  "formula": "C4H4N4",
  "method": "the ωB97M-V functional and the def2-TZVPD basis",
  "species": ["C", "C", "C", "C", "N", "N", "N", "N", "H", "H", "H", "H"],
  "positions_angstrom": [[1.87, -0.65, -1.63], [1.31, -0.89, -0.41], [-0.73, 0.11, 0.54], [-1.32, 1.40, 0.46], [2.34, -0.32, -2.62], [1.01, -1.99, 0.13], [-0.72, -0.98, 1.04], [-0.04, -2.05, 0.95], [0.75, 0.04, -0.12], [-2.44, 1.39, 0.73], [-1.10, 1.87, -0.51], [-0.92, 2.05, 1.43]],
  "lumo_energy_ev": -0.9,
  "gap_ev": 7.97
}

***

Which is most stable? The ranking, best first, is *A*, *B*.

***

*A*
{
  "formula": "C5H13NO2S",
  "method": "the ωB97M-V functional and the def2-TZVPD basis",
  "species": ["O", "C", "N", "C", "C", "S", "C", "C", "H", "H", "H", "H", "H", "H", "H", "H", "H", "H", "H", "H", "H", "O"],
  "positions_angstrom": [[0.76, 1.89, -1.41], [0.38, 0.80, -0.91], [-0.60, 1.00, 0.12], [-1.07, 0.07, 1.03], [-0.40, -0.03, 2.35], [0.42, 1.56, 2.94], [0.83, -0.54, -1.35], [2.13, -0.95, -0.67], [-0.81, 2.00, 0.31], [-1.31, -0.98, 0.45], [-2.01, 0.45, 1.34], [0.40, -0.76, 2.48], [-1.03, -0.61, 3.08], [1.39, 1.49, 2.09], [0.04, -1.35, -1.22], [0.97, -0.61, -2.51], [2.09, -1.05, 0.36], [2.44, -1.91, -1.16], [2.98, -0.27, -0.88], [-2.04, -0.10, -1.56], [-3.06, 0.32, -2.55], [-2.51, -0.43, -2.33]],
  "smiles": "CCC(=O)NCCS.O",
  "lumo_energy_ev": 0.6,
  "gap_ev": 10.20
}

***

*B*
{
  "formula": "C5H13NO2S",
  "method": "the ωB97M-V functional and the def2-TZVPD basis",
  "species": ["C", "C", "C", "C", "C", "N", "O", "O", "S", "H", "H", "H", "H", "H", "H", "H", "H", "H", "H", "H", "H", "H"],
  "positions_angstrom": [[1.11, -2.26, 0.12], [2.25, 1.23, 0.02], [-1.37, 1.58, 0.91], [-2.98, 0.13, -0.88], [1.29, -0.87, -0.42], [-0.43, -0.36, -0.93], [-1.75, -1.02, 1.21], [1.74, 0.01, 0.52], [-1.47, -0.09, 0.13], [0.42, -2.23, 0.96], [0.70, -2.89, -0.66], [2.07, -2.65, 0.45], [2.48, 1.84, 0.89], [1.51, 1.73, -0.60], [3.16, 1.06, -0.56], [-0.55, 1.56, 1.62], [-1.19, 2.31, 0.14], [-2.31, 1.76, 1.42], [-3.09, -0.75, -1.49], [-3.82, 0.25, -0.21], [-2.84, 1.01, -1.50], [1.76, -0.78, -1.39]],
  "lumo_energy_ev": 0.8,
  "gap_ev": 9.54
}

***

Which is most stable? The ranking, best first, is *A*, *B*.

***

*A*
{
  "formula": "C6H8",
  "method": "the ωB97M-V functional and the def2-TZVPD basis",
  "species": ["C", "C", "C", "C", "C", "C", "H", "H", "H", "H", "H", "H", "H", "H"],
  "positions_angstrom": [[-0.45, 2.88, -0.84], [-0.05, 1.67, -0.61], [0.07, 0.41, -0.06], [-0.89, -0.45, 0.74], [-0.02, -1.68, 0.34], [1.08, -0.72, -0.19], [-1.05, 3.11, -1.71], [0.93, 1.68, 0.09], [-0.87, -0.25, 1.81], [-1.93, -0.45, 0.40], [0.28, -2.33, 1.16], [-0.48, -2.29, -0.44], [1.46, -0.93, -1.20], [1.93, -0.66, 0.49]],
  "lumo_energy_ev": 0.4,
  "gap_ev": 8.04
}

***

*B*
{
  "formula": "C6H8",
  "method": "the ωB97M-V functional and the def2-TZVPD basis",
  "species": ["C", "C", "C", "C", "C", "C", "H", "H", "H", "H", "H", "H", "H", "H"],
  "positions_angstrom": [[0.19, 0.50, -1.41], [-0.26, 1.02, -0.06], [-1.08, -0.02, -0.79], [-1.08, -1.17, 0.21], [1.18, -0.59, 1.25], [0.17, 0.31, 1.20], [1.05, -0.16, -1.50], [0.10, 1.22, -2.23], [-0.59, 2.05, 0.02], [-2.05, 0.26, -1.19], [-0.37, -1.96, -0.12], [1.34, -1.21, 2.13], [1.84, -0.77, 0.40], [-0.42, 0.51, 2.09]],
  "lumo_energy_ev": 0.3,
  "gap_ev": 8.44
}

***

Which is most stable? The ranking, best first, is *B*, *A*.

***

*A*
{
  "formula": "C6H8",
  "method": "the ωB97M-V functional and the def2-TZVPD basis",
  "species": ["C", "C", "C", "C", "C", "C", "H", "H", "H", "H", "H", "H", "H", "H"],
  "positions_angstrom": [[-0.73, -1.08, -0.03], [-1.59, 0.16, 0.18], [-0.78, 1.23, -0.06], [0.64, 0.88, -0.36], [1.48, 0.11, 0.61], [0.69, -0.68, -0.34], [-0.86, -1.75, 0.80], [-0.99, -1.72, -0.98], [-2.65, 0.05, 0.52], [-1.26, 2.30, 0.00], [1.12, 1.42, -1.15], [2.50, 0.28, 0.19], [1.15, 0.03, 1.73], [1.28, -1.23, -1.11]],
  "smiles": "C1=C[C@H]2C[C@H]2C1",
  "lumo_energy_ev": 1.2,
  "gap_ev": 9.90
}

***

*B*
{
  "formula": "C6H8",
  "method": "the ωB97M-V functional and the def2-TZVPD basis",
  "species": ["C", "C", "C", "C", "C", "C", "H", "H", "H", "H", "H", "H", "H", "H"],
  "positions_angstrom": [[0.07, 1.36, 1.38], [1.40, -0.16, -0.57], [0.06, -0.14, 1.48], [0.56, 0.84, 0.12], [-0.03, -0.32, -0.30], [-1.24, -0.57, -1.16], [-0.88, 1.93, 1.38], [0.78, 1.85, 1.96], [1.69, 0.08, -1.66], [2.31, -0.70, -0.20], [0.84, -0.76, 1.93], [-0.98, -0.61, -2.23], [-2.03, 0.23, -1.00], [-1.63, -1.63, -0.76]],
  "smiles": "C[C@@]12C[C@@]13C[C@H]32",
  "lumo_energy_ev": 1.0,
  "gap_ev": 8.99
}

***

Which is most stable? The ranking, best first, is *A*, *B*.

***

*A*
{
  "formula": "C6H8",
  "method": "the ωB97M-V functional and the def2-TZVPD basis",
  "species": ["C", "C", "C", "C", "C", "C", "H", "H", "H", "H", "H", "H", "H", "H"],
  "positions_angstrom": [[1.59, -0.41, -0.03], [2.38, -1.10, -0.76], [1.15, 0.28, 1.28], [0.36, 0.35, 0.09], [-1.75, -1.58, -0.14], [-0.14, 1.45, -0.76], [0.92, -0.43, 2.07], [1.73, 1.14, 1.62], [-1.14, -2.24, -0.70], [-2.43, -0.92, -0.64], [-1.88, -1.75, 0.91], [-0.98, 1.13, -1.37], [0.64, 1.80, -1.44], [-0.47, 2.29, -0.14]],
  "lumo_energy_ev": [-0.6, -0.2],
  "gap_ev": [8.25, 8.16]
}

***

*B*
{
  "formula": "C6H8",
  "method": "the ωB97M-V functional and the def2-TZVPD basis",
  "species": ["C", "C", "C", "C", "C", "C", "H", "H", "H", "H", "H", "H", "H", "H"],
  "positions_angstrom": [[0.79, 1.32, 0.05], [0.26, 0.09, -1.07], [0.34, -1.30, -0.48], [-0.60, -1.24, 0.71], [-1.16, -0.03, 0.82], [-0.62, 0.92, -0.21], [1.25, 1.03, 0.99], [1.10, 2.30, -0.33], [1.20, 0.67, -1.37], [1.36, -1.61, -0.22], [-0.01, -2.02, -1.23], [-0.77, -2.08, 1.38], [-1.88, 0.27, 1.58], [-1.28, 1.67, -0.63]],
  "smiles": "C1=C[C@H]2C[C@H]2C1",
  "lumo_energy_ev": 1.2,
  "gap_ev": 9.36
}

***

*C*
{
  "formula": "C6H8",
  "method": "the ωB97M-V functional and the def2-TZVPD basis",
  "species": ["C", "C", "C", "C", "C", "C", "H", "H", "H", "H", "H", "H", "H", "H"],
  "positions_angstrom": [[-0.34, 0.15, -1.74], [-1.66, 0.19, -1.69], [0.87, -0.72, 0.24], [0.57, -0.79, -1.05], [0.78, 0.60, 2.34], [0.23, 0.20, 1.20], [0.15, 1.02, -2.18], [-2.13, 1.17, -1.75], [-2.31, -0.56, -1.24], [1.63, -1.39, 0.65], [1.16, -1.46, -1.67], [1.68, 0.20, 2.79], [0.22, 1.28, 2.98], [-0.85, 0.11, 1.10]],
  "smiles": "C=C/C=C\\C=C",
  "lumo_energy_ev": 0.9,
  "gap_ev": 9.98
}

***

Which is most stable? The ranking, best first, is *C*, *B*, *A*.